(1)
{
  "formula": "CH3O3PS",
  "method": "ωB97M-V/def2-TZVPD",
  "e_lumo_ev": -1.13,
  "total_energy_ha": -1005.14080,
  "spin_multiplicity": 1,
  "gap_ev": 7.568,
  "homo_ev": -8.7,
  "e_above_lowest_ev": 1.5615,
  "elements": ["O", "C", "O", "O", "P", "S", "H", "H", "H"],
  "xyz": [[-0.6460, 1.2166, 0.6062], [-0.0142, 0.1491, 0.0283], [0.9983, -0.3976, 0.8508], [0.5520, 0.4591, -1.2142], [-1.6130, -0.9642, 0.0670], [-1.3060, -2.0892, -1.3995], [0.0336, 1.8249, 0.8631], [0.9424, 0.0865, 1.7248], [1.0529, -0.2853, -1.5266]],
  "atomic_forces_ev_per_a": [[0.22, 0.51, -0.03], [-0.59, -1.22, -0.38], [-0.38, 1.06, 1.37], [-1.06, 0.86, 1.14], [0.89, 0.35, 0.25], [-0.15, -1.07, -1.06], [0.61, 1.30, 0.17], [0.14, -1.04, -1.31], [0.32, -0.74, -0.15]],
  "mulliken_charge": [-0.507, 0.661, -0.513, -0.463, 0.147, -0.234, 0.277, 0.315, 0.318]
}



(2)
{
  "formula": "C6H11NO",
  "method": "ωB97M-V/def2-TZVPD",
  "e_lumo_ev": 0.75,
  "total_energy_ha": -364.97916,
  "spin_multiplicity": 1,
  "gap_ev": 8.723,
  "homo_ev": -8.0,
  "e_above_lowest_ev": 6.8655,
  "elements": ["C", "C", "C", "N", "C", "C", "O", "C", "H", "H", "H", "H", "H", "H", "H", "H", "H", "H", "H"],
  "xyz": [[2.0778, -0.0350, 0.4158], [0.8096, 0.3985, -0.4512], [0.3690, -0.8805, -1.1600], [-0.4024, -1.5735, -0.0036], [-0.6251, -0.6607, 1.1652], [-0.5298, 0.6050, 0.3987], [-1.6598, 0.4820, -0.2704], [0.1089, 1.8201, -0.1058], [1.7285, -1.1617, 0.9220], [2.3601, 0.8719, 1.2306], [2.8756, -0.0541, -0.4079], [-0.4617, -0.6562, -1.9300], [1.1436, -1.5167, -1.5800], [-1.1131, -2.1648, -0.4763], [-1.6785, -1.0072, 1.5282], [0.1046, -0.7551, 1.9981], [-2.3494, 1.0840, -0.1630], [-0.5482, 2.3840, -0.8390], [0.7714, 2.6499, 0.3301]],
  "atomic_forces_ev_per_a": [[-1.21, 0.88, 0.91], [-0.84, 0.23, 1.12], [-3.25, 1.13, -0.11], [1.98, -1.56, -1.26], [-0.67, -2.34, 1.42], [1.41, 0.89, 1.96], [-2.89, -1.99, -4.58], [2.53, 2.01, -0.75], [1.85, 3.42, -1.46], [-0.68, -2.86, -1.99], [-0.70, -0.45, 1.72], [1.63, -0.33, 0.74], [0.12, 0.16, 0.14], [0.18, 0.99, 1.59], [1.80, 1.32, -0.21], [-0.35, -0.38, -0.61], [-1.01, 1.97, 0.67], [0.81, -1.20, 0.72], [-0.70, -1.89, -0.02]],
  "mulliken_charge": [-1.051, 0.489, -0.776, -0.485, -0.892, 0.922, -0.497, -0.801, 0.304, 0.205, 0.349, 0.301, 0.325, 0.298, 0.306, 0.234, 0.331, 0.215, 0.221]
}



(3)
{
  "formula": "C12H12O2S",
  "method": "ωB97M-V/def2-TZVPD",
  "e_lumo_ev": 0.29,
  "total_energy_ha": -1012.98110,
  "spin_multiplicity": 1,
  "gap_ev": 7.523,
  "homo_ev": -7.2,
  "e_above_lowest_ev": 2.7087,
  "elements": ["O", "C", "C", "C", "C", "O", "C", "C", "C", "C", "C", "C", "H", "H", "H", "H", "H", "H", "H", "H", "C", "C", "S", "H", "H", "H", "H"],
  "xyz": [[1.7658, -4.4623, -0.7153], [1.8620, -3.5463, -0.0364], [2.1527, -2.4335, 0.5749], [1.6144, -1.1695, 0.4234], [0.4404, -0.8175, -0.1673], [-0.4039, -1.7771, -0.6599], [0.1893, 0.5314, -0.7791], [0.9922, 1.6823, -0.5226], [0.5400, 2.9462, -0.8129], [-0.5799, 3.0808, -1.6075], [-1.4106, 2.0631, -1.8802], [-0.9520, 0.7248, -1.5244], [2.9166, -2.5306, 1.3857], [2.1602, -0.3824, 0.9183], [-0.2060, -2.6433, -0.1574], [1.8029, 1.5736, 0.0317], [1.1423, 3.7570, -0.6309], [-0.8342, 4.1430, -1.8732], [-2.4142, 2.2572, -2.4581], [-1.6463, -0.1491, -1.7620], [-0.6658, -0.7776, 2.5822], [-1.3048, -0.0817, 1.6503], [-2.7115, -0.7984, 0.8631], [-1.0538, -1.7559, 2.8551], [0.2521, -0.3764, 3.0943], [-1.0449, 0.8711, 1.3414], [-2.6028, 0.0707, -0.1333]],
  "atomic_forces_ev_per_a": [[-0.50, -1.66, -0.67], [0.57, 0.65, -0.35], [1.66, -1.44, 2.61], [-1.85, 3.17, -0.75], [2.16, -0.26, -2.06], [0.92, -1.90, 1.02], [-0.06, 0.30, 0.63], [-3.92, -0.44, -1.05], [0.07, -2.61, -1.37], [-0.68, 3.59, 0.41], [-1.36, -2.67, -1.53], [-2.75, 0.45, -0.91], [-0.65, -0.31, -0.79], [0.20, 0.19, -0.23], [-0.73, 1.96, -1.04], [3.74, -0.48, 2.30], [1.24, 1.85, 0.63], [-0.03, -1.22, 0.08], [2.19, -0.68, 1.19], [1.33, 1.31, 0.25], [0.60, 0.72, 0.75], [-0.94, -2.22, 1.47], [-0.40, 0.52, 0.56], [0.35, 0.03, 0.10], [-1.17, -0.52, -0.54], [0.50, 1.67, -0.45], [-0.47, -0.04, -0.26]],
  "mulliken_charge": [-0.359, 0.468, -0.906, -0.282, 0.671, -0.542, 0.176, -0.579, -0.894, -0.165, -0.550, -0.334, 0.296, 0.292, 0.303, 0.506, 0.491, 0.276, 0.263, 0.802, -0.686, -0.107, -0.198, 0.260, 0.258, 0.398, 0.143]
}



(4)
{
  "formula": "C26H67O12PSi",
  "method": "ωB97M-V/def2-TZVPD",
  "e_lumo_ev": 0.58,
  "total_energy_ha": -2564.32410,
  "spin_multiplicity": 1,
  "gap_ev": 8.774,
  "homo_ev": -8.2,
  "elements": ["C", "C", "C", "O", "C", "Si", "C", "P", "C", "O", "H", "H", "H", "H", "H", "H", "H", "H", "H", "H", "H", "H", "H", "H", "H", "H", "H", "C", "O", "C", "C", "O", "C", "H", "H", "H", "H", "H", "H", "H", "H", "H", "H", "C", "O", "C", "C", "O", "C", "H", "H", "H", "H", "H", "H", "H", "H", "H", "H", "C", "O", "C", "C", "O", "C", "H", "H", "H", "H", "H", "H", "H", "H", "H", "H", "C", "O", "C", "C", "O", "C", "H", "H", "H", "H", "H", "H", "H", "H", "H", "H", "C", "O", "C", "C", "O", "C", "H", "H", "H", "H", "H", "H", "H", "H", "H", "H"],
  "xyz": [[7.3169, -3.8841, 0.7404], [7.7114, -2.4139, 0.6384], [6.5428, -1.5225, 0.2725], [5.5685, -1.6140, 1.2911], [4.3075, -1.0539, 0.9326], [3.1314, -2.3735, 0.2337], [3.2641, -2.5590, -1.6310], [1.0414, -1.7226, 0.8231], [0.5654, -3.1895, 1.8107], [0.1819, -1.9520, -0.5916], [8.1898, -4.5368, 0.6949], [6.7929, -4.0863, 1.6744], [6.6473, -4.1630, -0.0786], [8.1305, -2.0688, 1.5874], [8.4824, -2.2815, -0.1266], [6.1133, -1.8529, -0.6875], [6.8617, -0.4772, 0.1526], [4.4425, -0.2378, 0.2068], [3.8824, -0.5947, 1.8306], [3.4826, -3.6544, 0.8998], [3.7842, -1.7160, -2.0898], [2.2676, -2.6244, -2.0733], [3.8066, -3.4734, -1.8804], [-0.4253, -3.0764, 2.2489], [0.6067, -4.1138, 1.2309], [1.3074, -3.2689, 2.6125], [-0.4364, -1.2119, -0.6946], [-2.8588, 4.2112, 1.5227], [-2.9414, 3.0465, 2.3210], [-3.3499, 1.8931, 1.6103], [-2.1818, 1.0167, 1.2110], [-1.3161, 1.6585, 0.2913], [-0.1498, 2.1945, 0.9016], [-2.3621, 4.9744, 2.1192], [-2.2821, 4.0359, 0.6114], [-3.8570, 4.5709, 1.2491], [-3.9185, 2.1766, 0.7172], [-4.0127, 1.3190, 2.2647], [-2.5745, 0.1152, 0.7275], [-1.6250, 0.7052, 2.1012], [0.5505, 1.3924, 1.1552], [-0.3983, 2.7551, 1.8058], [0.3276, 2.8626, 0.1858], [1.3501, 5.2195, -3.5618], [2.6633, 5.6121, -3.2064], [2.7990, 5.9680, -1.8438], [3.4324, 4.8631, -1.0272], [2.6206, 3.7039, -0.9830], [3.0184, 2.6856, -1.8803], [1.4028, 4.7890, -4.5605], [0.9526, 4.4726, -2.8700], [0.6803, 6.0860, -3.5809], [1.8242, 6.2327, -1.4203], [3.4377, 6.8565, -1.7897], [3.5669, 5.2150, 0.0000], [4.4205, 4.6216, -1.4345], [3.9318, 2.1902, -1.5313], [3.1893, 3.0788, -2.8853], [2.2127, 1.9532, -1.9138], [-1.5219, -8.6199, 1.6953], [-2.5800, -8.3163, 2.5839], [-2.2011, -7.4743, 3.6594], [-2.5843, -6.0293, 3.4231], [-1.8853, -5.4509, 2.3338], [-2.6388, -5.4315, 1.1351], [-1.9620, -9.1000, 0.8228], [-0.9891, -7.7195, 1.3799], [-0.8085, -9.3117, 2.1562], [-1.1231, -7.5486, 3.8405], [-2.7192, -7.8321, 4.5542], [-2.3371, -5.4498, 4.3176], [-3.6658, -5.9553, 3.2606], [-3.4448, -4.6932, 1.1965], [-3.0764, -6.4088, 0.9244], [-1.9656, -5.1565, 0.3238], [-8.9137, -7.0949, 2.5845], [-8.9303, -6.5314, 1.2871], [-8.3521, -5.2418, 1.2152], [-6.9307, -5.2755, 0.6956], [-6.0546, -5.9649, 1.5684], [-5.7846, -7.2981, 1.1699], [-9.2020, -8.1397, 2.4846], [-7.9206, -7.0376, 3.0368], [-9.6326, -6.5914, 3.2403], [-8.3729, -4.7584, 2.1984], [-8.9614, -4.6429, 0.5318], [-6.5673, -4.2471, 0.6034], [-6.9122, -5.7308, -0.3007], [-5.1183, -7.3179, 0.3004], [-6.7036, -7.8359, 0.9256], [-5.2823, -7.7935, 1.9990], [2.7528, 8.6321, -4.3223], [1.7394, 8.9070, -3.3697], [2.1677, 9.7296, -2.3013], [1.7531, 11.1745, -2.4815], [2.3688, 11.7764, -3.6045], [1.5403, 11.8321, -4.7495], [2.2687, 8.1641, -5.1778], [3.2617, 9.5419, -4.6499], [3.4832, 7.9272, -3.9173], [3.2564, 9.6712, -2.1874], [1.7109, 9.3473, -1.3827], [2.0556, 11.7400, -1.5951], [0.6621, 11.2354, -2.5655], [0.7420, 12.5714, -4.6208], [1.0915, 10.8607, -4.9707], [2.1678, 12.1357, -5.5856]],
  "atomic_forces_ev_per_a": [[-0.05, -0.04, 0.03], [0.02, 0.04, -0.06], [-0.10, -0.10, -0.04], [0.09, 0.06, 0.12], [0.06, 0.03, -0.06], [0.07, -0.02, -0.17], [-0.02, -0.07, -0.03], [-0.16, 0.29, 0.23], [0.19, -0.09, -0.05], [-0.23, 0.19, -0.10], [0.00, 0.03, 0.03], [-0.04, 0.02, -0.05], [0.05, -0.01, 0.01], [0.04, 0.00, -0.05], [-0.01, 0.02, 0.04], [0.05, 0.01, 0.03], [-0.01, -0.02, -0.01], [-0.05, 0.02, 0.07], [0.01, -0.08, -0.01], [-0.06, 0.01, 0.04], [-0.02, 0.00, 0.02], [0.03, -0.01, 0.01], [0.01, 0.06, -0.03], [0.03, -0.03, -0.01], [-0.06, 0.02, 0.03], [-0.12, -0.02, 0.05], [0.25, -0.23, -0.03], [0.01, 0.00, -0.01], [0.05, -0.01, 0.02], [-0.05, 0.03, -0.02], [0.06, -0.08, -0.03], [-0.02, -0.02, -0.02], [0.11, 0.02, -0.03], [-0.02, 0.01, 0.01], [0.01, 0.01, 0.00], [0.00, -0.02, -0.02], [0.00, 0.00, 0.01], [0.00, -0.01, 0.00], [-0.02, 0.00, 0.02], [-0.01, -0.01, 0.00], [-0.02, 0.01, 0.05], [0.00, 0.02, -0.01], [-0.02, -0.02, -0.03], [-0.02, 0.05, -0.03], [0.05, -0.13, 0.04], [-0.04, 0.10, -0.02], [0.06, -0.03, 0.01], [-0.09, -0.01, 0.02], [0.00, -0.01, 0.01], [0.00, 0.01, -0.01], [0.00, -0.01, -0.01], [0.00, 0.00, 0.02], [0.01, 0.00, 0.00], [0.00, 0.00, 0.01], [0.01, 0.00, 0.00], [0.00, 0.00, 0.00], [0.02, 0.02, -0.01], [-0.01, -0.01, -0.01], [0.01, -0.01, 0.02], [0.00, 0.00, 0.00], [-0.04, 0.03, -0.03], [0.04, -0.04, 0.02], [-0.09, 0.10, 0.00], [0.06, -0.10, 0.00], [-0.01, 0.08, -0.03], [0.00, -0.02, 0.01], [0.00, 0.00, -0.01], [0.01, 0.02, 0.01], [0.00, 0.00, -0.01], [0.01, 0.01, 0.01], [0.01, -0.01, 0.01], [0.00, 0.01, 0.00], [-0.04, -0.04, -0.01], [0.00, 0.00, -0.03], [0.04, 0.03, 0.04], [0.00, 0.00, 0.00], [0.04, -0.04, -0.04], [-0.05, 0.03, 0.04], [0.06, 0.01, -0.04], [-0.02, -0.04, 0.07], [-0.02, -0.02, 0.03], [-0.02, 0.00, 0.00], [0.00, -0.01, 0.00], [0.01, 0.02, 0.00], [0.00, 0.00, 0.00], [0.00, 0.01, 0.00], [0.00, 0.00, -0.01], [0.00, 0.00, 0.00], [-0.04, -0.01, -0.03], [0.00, -0.01, 0.01], [0.04, 0.01, -0.02], [0.00, -0.03, -0.03], [-0.04, 0.03, -0.03], [0.05, -0.06, 0.03], [-0.05, 0.05, 0.00], [0.05, -0.04, -0.01], [0.00, 0.00, 0.00], [0.00, -0.01, 0.01], [-0.03, 0.02, 0.02], [0.04, 0.02, -0.01], [-0.01, 0.00, 0.00], [0.01, 0.00, 0.01], [0.00, 0.00, 0.01], [0.00, 0.00, 0.00], [-0.01, -0.01, 0.01], [0.00, 0.00, -0.01], [0.00, 0.02, 0.00]],
  "mulliken_charge": [-0.971, -0.594, -0.311, -0.371, -0.314, 0.101, -1.094, 0.530, -1.257, -0.549, 0.353, 0.246, 0.235, 0.287, 0.350, 0.261, 0.339, 0.139, 0.358, -0.130, 0.334, 0.381, 0.348, 0.334, 0.296, 0.368, 0.341, -0.689, -0.375, -0.740, -0.338, -0.358, -0.505, 0.242, 0.290, 0.328, 0.344, 0.399, 0.366, 0.363, 0.259, 0.345, 0.066, -0.674, -0.339, -0.109, -0.929, -0.103, -0.733, 0.222, 0.263, 0.315, 0.302, 0.271, 0.338, 0.398, 0.259, 0.335, 0.198, -0.717, -0.323, -0.589, -0.254, -0.227, -0.666, 0.244, 0.284, 0.304, 0.367, 0.374, 0.384, 0.056, 0.246, 0.199, 0.315, -0.646, -0.374, -0.559, -0.576, -0.252, -0.846, 0.239, 0.243, 0.331, 0.329, 0.386, 0.364, 0.379, 0.330, 0.468, 0.176, -0.847, -0.317, -0.388, -0.707, -0.369, -0.682, 0.231, 0.420, 0.327, 0.365, 0.365, 0.391, 0.349, 0.328, 0.284, 0.241]
}